1.
20
Properties=species:S:1:pos:R:3:forces:R:3 method="wB97M-V/def2-TZVPD" total_charge=0 multiplicity=1 homo_ev=-8.0 energy_ha=-382.354351 molar_mass_g_mol=116.164 relative_energy_ev=4.0321
C -1.062 -0.264 -0.042 0.43 0.13 0.01
H -2.961 0.311 0.741 0.05 0.01 -0.01
C 1.258 -1.885 0.430 -0.02 -0.02 -0.03
H -1.624 1.325 1.353 0.00 -0.02 -0.01
O -1.366 -1.054 -0.978 0.21 0.05 0.08
H 2.208 -1.799 -0.107 -0.05 0.02 0.03
C 0.517 0.449 -0.264 -0.13 -0.09 -0.04
H 0.950 0.977 -2.163 -0.01 -0.02 0.05
H -0.790 -0.849 0.997 0.10 -0.05 0.11
H 0.864 -0.147 1.787 -0.04 0.00 -0.01
H -2.220 1.520 -0.313 0.01 -0.02 0.02
H 0.055 2.431 -0.396 0.02 -0.03 0.01
C -2.023 0.803 0.487 0.15 -0.05 -0.01
N 0.966 0.138 -1.596 -0.06 -0.02 0.19
H 0.293 -0.522 -2.001 -0.03 0.02 0.05
C 0.783 -0.524 0.774 -0.51 0.08 -0.34
H 1.372 -2.521 1.306 -0.01 0.04 -0.03
H 1.594 2.138 0.096 -0.06 -0.03 -0.02
H 0.552 -2.344 -0.275 -0.02 0.07 0.02
N 0.634 1.817 0.166 -0.03 -0.09 -0.03

2.
20
Properties=species:S:1:pos:R:3:forces:R:3 method="wB97M-V/def2-TZVPD" total_charge=0 multiplicity=1 homo_ev=-7.9 energy_ha=-382.426372 molar_mass_g_mol=116.164 relative_energy_ev=2.0723
N 0.469 -2.130 -0.187 -0.23 -1.01 -0.50
C 1.672 -0.086 0.064 -0.08 -0.14 0.43
H -2.465 0.009 0.537 0.14 0.08 -0.44
C -0.316 -0.115 -1.444 1.00 -0.49 -0.30
O -2.295 1.919 1.117 0.18 -0.07 -0.24
N 2.523 -0.625 1.063 0.65 0.15 -0.58
H 2.893 -1.528 0.767 -0.34 -0.01 0.21
H -0.955 -0.921 -1.799 -0.33 0.16 0.07
H 0.419 -2.481 0.757 0.34 0.47 0.01
H 0.246 0.229 -2.317 -0.26 0.17 -0.13
C -1.071 1.049 -0.826 -0.91 -0.39 0.40
H 1.786 0.980 -0.099 -0.12 -0.02 -0.06
C 0.696 -0.780 -0.516 -0.17 0.40 0.29
H -1.935 1.326 -1.423 0.08 0.14 -0.51
H -1.757 2.693 0.914 0.01 -0.12 0.07
H -0.428 1.922 -0.766 0.22 0.20 0.13
H 0.753 -2.838 -0.858 -0.18 0.31 0.25
C -1.666 0.761 0.545 -0.10 -0.08 0.75
H 3.330 -0.019 1.151 -0.03 -0.03 0.25
H -0.920 0.351 1.237 0.12 0.26 -0.08

3.
20
Properties=species:S:1:pos:R:3:forces:R:3 method="wB97M-V/def2-TZVPD" total_charge=0 multiplicity=1 homo_ev=-8.7 energy_ha=-382.331307 molar_mass_g_mol=116.164 relative_energy_ev=4.6592
H 1.432 -1.759 -1.344 -0.04 -0.21 0.23
C -0.436 1.197 -0.835 -0.57 -1.45 -0.43
C -0.202 -1.768 0.096 0.63 -0.05 -0.70
H 1.057 2.308 0.286 0.21 -0.51 -1.01
C -0.190 1.534 1.621 -1.31 -1.62 -0.58
H -0.629 -1.073 0.812 -0.27 0.07 0.03
N 0.551 0.762 2.365 -0.36 3.60 0.08
H -1.371 0.729 -0.496 0.20 -0.06 0.42
H 1.273 0.641 -1.964 0.07 -0.36 -0.21
H 1.696 -0.739 0.070 0.00 -0.05 0.14
H 1.196 1.641 2.255 1.63 -2.00 -0.08
C 0.943 -1.078 -0.643 -0.06 0.60 -0.02
C 0.443 0.098 -1.503 -0.28 0.30 0.84
H -0.836 1.751 -1.690 0.47 0.93 0.32
H -1.983 -1.777 -0.629 -0.31 -0.19 -0.23
H -0.197 -0.363 -2.256 0.13 0.31 -0.35
O -1.165 -2.205 -0.887 0.08 0.24 0.75
N 0.113 1.944 0.276 0.33 1.49 1.37
H 0.155 -2.618 0.680 0.01 -0.10 -0.16
H -1.151 1.946 1.970 -0.56 -0.92 -0.43

4.
20
Properties=species:S:1:pos:R:3:forces:R:3 method="wB97M-V/def2-TZVPD" total_charge=0 multiplicity=1 homo_ev=-9.4 energy_ha=-382.421722 molar_mass_g_mol=116.164 relative_energy_ev=2.1989 smiles="C=N[C@](C)(N)CCO"
H -0.517 -2.618 -1.190 -0.06 -0.07 0.10
H 1.467 -1.275 -0.930 -0.19 0.05 0.00
H -2.264 -0.862 0.074 0.09 -0.21 -0.49
C 0.581 0.371 0.190 0.29 0.32 0.31
N -0.823 0.679 0.535 -1.04 1.12 -0.41
N 1.353 1.512 -0.272 -0.07 0.00 -0.41
H 2.279 -0.432 1.298 -0.18 0.17 -0.09
H 0.267 -0.309 -1.854 0.09 0.04 0.09
C 0.523 -0.725 -0.874 -2.24 -1.08 0.92
C -1.479 1.574 -0.101 0.52 -1.00 0.35
H 1.059 2.345 0.229 0.22 -0.02 -0.06
H 1.220 1.668 -1.266 -0.02 0.12 0.10
C 1.248 -0.115 1.484 -0.07 -0.28 0.21
H 0.709 -0.957 1.929 -0.03 0.10 -0.13
H -2.545 1.713 0.125 0.43 0.01 0.05
C -0.688 -1.794 -0.495 1.69 0.08 -1.13
H 1.261 0.680 2.239 -0.01 -0.03 -0.24
H -0.528 -2.183 0.511 0.09 0.14 0.08
H -1.080 2.156 -0.944 0.09 0.03 0.27
O -2.041 -1.429 -0.686 0.40 0.51 0.48

5.
20
Properties=species:S:1:pos:R:3:forces:R:3 method="wB97M-V/def2-TZVPD" total_charge=0 multiplicity=1 homo_ev=-8.6 energy_ha=-382.408560 molar_mass_g_mol=116.164 relative_energy_ev=2.5570
C 1.034 -0.286 -0.026 -4.81 0.69 0.21
C 1.454 1.070 0.248 5.23 0.58 -0.50
H 2.602 -1.336 -0.317 -0.02 0.41 0.02
C -1.360 0.749 0.949 0.45 0.10 -0.25
C -1.197 -1.622 0.191 -0.10 0.03 -0.13
H -1.856 0.747 -1.537 0.13 -0.50 -0.25
O 3.037 1.119 0.055 -2.39 0.23 0.46
H -2.446 0.639 0.926 -0.01 -0.24 0.00
H -0.649 -0.400 -2.095 -0.67 0.30 -0.04
H 1.392 1.320 1.305 -0.35 0.14 -0.15
N 1.582 -1.360 -0.306 0.40 -0.87 -0.09
C -0.712 -0.197 -0.057 1.75 -1.46 -0.07
H -2.284 -1.679 0.111 -0.08 0.16 0.18
H 1.020 1.805 -0.431 -0.20 -0.16 0.29
H -1.170 1.790 0.696 0.22 0.13 0.11
H -1.008 0.535 1.955 -0.07 0.07 0.12
H 3.236 1.126 -0.890 -0.32 0.03 0.07
N -0.988 0.249 -1.393 0.64 0.55 -0.16
H -0.875 -1.956 1.174 -0.06 -0.21 0.12
H -0.811 -2.312 -0.558 0.26 0.03 0.06

6.
20
Properties=species:S:1:pos:R:3:forces:R:3 method="wB97M-V/def2-TZVPD" total_charge=0 multiplicity=1 homo_ev=-9.3 energy_ha=-382.356480 molar_mass_g_mol=116.164 relative_energy_ev=3.9742
H -1.891 -0.761 0.054 -0.05 -0.04 0.00
H 0.201 2.753 -0.699 0.16 0.19 0.15
H 0.825 0.420 -1.214 -0.06 -0.30 0.35
H -0.636 1.851 -2.053 -0.09 -0.08 -0.19
H -0.354 2.274 1.607 0.04 0.04 0.06
C 2.443 -2.466 0.324 0.79 0.20 -0.58
C -0.472 1.966 -0.992 -0.11 0.24 -0.11
H 3.018 -1.875 -0.394 -0.01 -0.14 0.11
H -0.434 0.513 1.790 0.00 -0.08 0.05
H -1.909 1.464 1.858 -0.06 0.03 0.05
C -0.935 1.385 1.374 0.05 0.17 -0.03
C -2.081 0.150 -0.508 -0.03 0.08 -0.08
O 1.387 -0.348 -0.991 0.86 -0.65 -0.03
C -1.108 1.215 -0.101 -0.36 -0.05 0.05
H 2.957 -2.504 1.284 -0.01 -0.04 -0.03
H -3.100 0.478 -0.295 -0.06 0.01 0.04
H -2.008 -0.069 -1.572 -0.03 -0.04 -0.04
H 2.332 -3.488 -0.040 0.02 0.02 0.03
N 0.640 -1.009 0.001 -0.96 1.20 -0.46
N 1.128 -1.948 0.566 -0.11 -0.73 0.65

7.
20
Properties=species:S:1:pos:R:3:forces:R:3 method="wB97M-V/def2-TZVPD" total_charge=0 multiplicity=1 homo_ev=-8.6 energy_ha=-382.405637 molar_mass_g_mol=116.164 relative_energy_ev=2.6366 smiles="C=C(C)O.N/C=C/N"
O 1.010 -2.529 -0.409 -0.05 0.04 -0.08
H -2.742 -0.806 0.947 0.17 -0.12 0.01
H 3.227 -0.969 -0.125 -0.08 0.03 0.02
C 0.434 -0.698 -1.734 0.32 -0.05 -0.17
C 1.372 -1.414 -1.125 -0.21 0.11 0.03
H -1.177 -0.826 0.410 -0.02 -0.21 -0.10
H -1.169 2.210 -0.260 -0.06 -0.19 -0.05
H 3.411 -1.898 -1.606 -0.09 -0.06 -0.03
H -1.577 3.932 1.521 -0.03 0.03 -0.07
H 0.728 0.185 -2.279 -0.04 0.01 -0.05
H 1.788 -2.885 0.022 0.10 -0.14 0.09
H -0.026 3.439 1.583 -0.04 0.01 -0.01
C -1.289 2.049 0.810 -0.09 -0.06 -0.20
N -2.009 -0.261 0.514 -0.09 0.34 -0.12
N -0.984 3.131 1.694 0.14 -0.02 0.25
C -1.716 0.890 1.292 0.11 0.09 0.35
H 3.016 -0.183 -1.696 0.01 0.01 0.02
H -0.604 -0.987 -1.741 -0.06 0.00 0.09
C 2.832 -1.097 -1.137 0.12 0.05 0.02
H -1.802 0.808 2.375 -0.12 0.11 0.00

8.
20
Properties=species:S:1:pos:R:3:forces:R:3 method="wB97M-V/def2-TZVPD" total_charge=0 multiplicity=1 homo_ev=-6.1 energy_ha=-382.343927 molar_mass_g_mol=116.164 relative_energy_ev=4.3158
H 1.074 -0.087 2.393 -0.06 0.04 0.02
N -0.771 -0.693 1.721 0.06 -0.11 -0.25
H -0.379 -1.315 1.006 -0.20 0.05 0.19
C 1.407 -0.900 -0.485 0.43 0.12 -0.25
N 0.543 1.226 0.835 -0.69 -0.36 -0.31
C -1.140 -0.715 -2.093 -0.01 -0.03 0.05
H -0.278 1.011 2.793 0.11 -0.07 -0.12
H -0.532 -0.612 -2.995 0.01 -0.05 0.05
H -1.687 -0.354 1.456 0.06 -0.06 -0.03
H 1.421 1.698 1.038 0.00 -0.07 -0.16
H -0.205 1.904 0.655 0.13 -0.01 -0.01
O -1.553 1.244 -0.784 0.08 -0.15 -0.07
C 0.138 0.340 2.036 0.33 0.24 -0.41
H 1.663 -1.282 0.500 -0.45 -0.07 0.08
H 2.301 -0.938 -1.101 0.12 0.22 0.07
H -0.861 -1.677 -1.654 0.06 0.08 -0.06
C 0.673 0.351 -0.612 0.33 -0.02 0.91
H -2.197 -0.668 -2.343 0.01 0.10 0.01
C -0.778 0.362 -1.120 -0.34 0.39 0.52
H 1.162 1.105 -1.248 0.03 -0.24 -0.21